(1)
Formula: C20H63N17O37
Source: the OMol25 dataset
Level of theory: ωB97M-V/def2-TZVPD

Output
Total charge ... 0
Kohn-Sham gap ... 10.29 eV
E_HOMO ... -0.383 Ha
DFT total energy ... -122802.82856 eV
Strongest force on any atom ... 3.2 eV Å⁻¹

Atoms and positions in Å:
C  -2.766  -13.423  15.989
O  -3.335  -12.828  17.139
H  -3.381  -13.224  15.094
H  -1.825  -12.924  15.741
H  -2.605  -14.482  16.155
H  -3.654  -11.988  16.810
C  -4.111  -16.975  20.793
O  -3.671  -17.339  19.465
H  -5.069  -16.444  20.677
H  -4.316  -17.832  21.410
H  -3.438  -16.324  21.337
H  -2.746  -17.521  19.512
C  2.088  -24.665  17.886
O  3.451  -24.712  17.407
H  1.500  -25.478  17.525
H  1.941  -24.657  18.962
H  1.762  -23.698  17.439
H  4.056  -25.246  17.925
C  -3.663  -16.133  12.303
N  -2.313  -16.052  12.888
O  -2.191  -15.695  14.040
O  -1.404  -16.412  12.180
H  -4.305  -16.386  13.159
H  -3.590  -16.910  11.533
H  -3.926  -15.191  11.826
C  5.376  -17.511  15.711
N  5.432  -18.147  14.347
O  6.063  -19.137  14.244
O  4.829  -17.579  13.476
H  5.627  -16.466  15.613
H  5.941  -18.083  16.432
H  4.346  -17.591  16.073
C  3.220  -20.202  13.479
N  2.869  -20.407  14.925
O  3.147  -19.514  15.718
O  2.274  -21.403  15.222
H  3.358  -19.165  13.277
H  2.551  -20.756  12.843
H  4.207  -20.680  13.342
C  1.190  -19.422  19.291
N  1.015  -20.838  19.609
O  0.814  -21.584  18.660
O  1.000  -21.188  20.759
H  0.167  -19.041  19.493
H  1.423  -19.351  18.223
H  1.889  -18.963  20.005
C  0.187  -15.158  18.019
N  -0.251  -16.123  19.104
O  -0.929  -17.080  18.837
O  0.137  -15.858  20.235
H  1.266  -15.312  17.864
H  0.009  -14.146  18.417
H  -0.385  -15.420  17.138
C  -1.103  -23.778  11.064
N  -2.338  -24.595  11.285
O  -3.294  -24.046  11.835
O  -2.320  -25.758  10.998
H  -0.264  -24.486  10.965
H  -0.958  -23.164  11.929
H  -1.122  -23.102  10.205
C  -0.226  -18.950  10.942
N  -0.081  -20.397  10.717
O  0.540  -21.028  11.544
O  -0.513  -20.883  9.696
H  0.436  -18.452  10.187
H  0.090  -18.687  11.953
H  -1.250  -18.710  10.744
C  2.805  -24.915  14.378
N  2.723  -24.692  12.900
O  1.923  -25.331  12.290
O  3.389  -23.811  12.466
H  3.060  -23.952  14.823
H  3.544  -25.670  14.593
H  1.814  -25.233  14.655
C  -2.036  -21.987  21.506
N  -1.945  -20.666  20.792
O  -2.013  -19.641  21.433
O  -1.941  -20.756  19.577
H  -2.607  -22.649  20.858
H  -2.481  -21.779  22.494
H  -1.012  -22.356  21.552
C  -5.126  -15.929  17.281
N  -4.180  -16.991  16.725
O  -3.033  -16.722  16.570
O  -4.758  -17.978  16.329
H  -5.947  -16.379  17.854
H  -5.490  -15.466  16.374
H  -4.504  -15.232  17.816
C  -0.797  -19.048  15.947
N  0.365  -18.261  15.520
O  0.851  -17.519  16.369
O  0.771  -18.350  14.400
H  -1.742  -18.565  15.639
H  -0.824  -19.197  17.025
H  -0.734  -19.968  15.368
C  -4.270  -20.649  13.531
N  -2.932  -20.045  13.145
O  -2.153  -20.704  12.530
O  -2.821  -18.891  13.459
H  -4.050  -21.655  13.855
H  -4.766  -20.657  12.565
H  -4.683  -19.973  14.268
C  4.838  -15.486  11.011
N  3.853  -14.915  10.040
O  2.683  -14.858  10.308
O  4.337  -14.549  8.994
H  4.825  -16.560  10.952
H  4.480  -15.154  12.003
H  5.842  -15.089  10.818
C  1.583  -15.357  13.573
N  2.497  -14.802  14.623
O  1.957  -14.547  15.691
O  3.601  -14.498  14.339
H  2.050  -15.563  12.605
H  0.857  -14.557  13.469
H  0.965  -16.151  14.036
C  4.254  -14.212  18.551
N  4.266  -15.611  19.017
O  3.792  -16.409  18.228
O  4.744  -15.843  20.093
H  3.273  -13.900  18.198
H  4.937  -14.092  17.704
H  4.652  -13.554  19.304
C  -1.489  -23.037  17.122
N  -1.911  -21.999  16.144
O  -1.440  -22.166  15.060
O  -2.735  -21.086  16.376
H  -1.631  -22.608  18.095
H  -0.469  -23.325  16.962
H  -2.211  -23.845  16.998
C  -5.165  -20.268  18.858
N  -5.198  -21.640  19.433
O  -4.944  -21.743  20.622
O  -5.455  -22.550  18.676
H  -4.464  -20.312  18.027
H  -4.854  -19.552  19.621
H  -6.194  -20.083  18.488

Results of the Mulliken charge analysis, in e, for atoms 1 through 2: C -0.22; O -0.51

(2)
Formula: C30H44BrN6O6Ti
Source: the OMol25 dataset
Level of theory: ωB97M-V/def2-TZVPD

Output
Total charge ... -2
Kohn-Sham gap (alpha / beta) ... 2.80 / 5.04 eV
Spin multiplicity ... 4
E_HOMO (alpha / beta) ... 0.038 / -0.044 Ha
DFT total energy ... -146205.09678 eV
Strongest force on any atom ... 7.1 eV Å⁻¹

Atoms and positions in Å:
Ti  0.271  0.431  -0.659
C  0.787  3.055  -1.359
O  0.701  4.168  -1.893
O  1.340  2.127  -1.913
O  0.461  2.925  -0.183
Br  1.532  -1.907  0.172
C  7.081  2.445  -0.896
C  5.763  2.005  -1.445
O  5.273  2.329  -2.519
C  4.946  1.057  -0.579
H  7.729  2.359  -1.768
H  7.315  1.802  -0.047
H  7.072  3.448  -0.469
H  4.090  0.769  -1.189
H  4.398  1.576  0.208
H  5.478  0.168  -0.241
C  1.668  -1.599  -3.727
C  2.944  -0.806  -3.619
O  3.031  0.304  -4.087
C  4.123  -1.443  -2.972
H  1.873  -2.669  -3.723
H  1.161  -1.338  -4.656
H  1.092  -1.212  -2.886
H  4.431  -2.308  -3.559
H  4.040  -1.826  -1.955
H  4.872  -0.652  -2.942
C  -5.092  -4.889  3.013
C  -4.164  -5.171  1.817
O  -4.414  -6.057  1.059
N  -3.015  -4.423  1.709
C  -2.047  -4.650  0.662
H  -5.321  -3.830  2.892
H  -4.468  -4.919  3.906
H  -6.018  -5.463  3.019
H  -2.911  -3.525  2.160
H  -1.485  -3.735  0.475
H  -2.440  -4.984  -0.298
H  -1.361  -5.462  0.903
N  -0.217  5.756  0.543
C  -0.717  6.864  -0.057
C  -0.891  7.901  0.812
C  -0.306  7.431  2.012
C  -0.069  6.078  1.885
H  0.021  4.869  0.122
H  -0.800  6.879  -1.133
H  -1.263  8.905  0.667
H  -0.086  8.057  2.865
H  0.220  5.383  2.659
N  -3.127  -5.938  -4.001
C  -3.428  -4.678  -4.489
C  -2.430  -3.801  -4.105
C  -1.680  -4.476  -3.181
C  -2.073  -5.791  -3.142
H  -3.625  -6.810  -4.104
H  -4.327  -4.520  -5.066
H  -2.425  -2.768  -4.421
H  -0.881  -3.912  -2.725
H  -1.843  -6.642  -2.518
N  2.190  2.512  2.559
C  2.547  3.669  3.138
C  2.589  3.654  4.538
C  2.354  2.236  4.842
C  1.952  1.635  3.569
H  1.998  2.356  1.580
H  2.669  4.538  2.508
H  2.766  4.409  5.289
H  2.358  1.787  5.824
H  1.587  0.656  3.296
N  -3.239  -0.250  3.882
C  -3.006  -1.595  4.092
C  -1.892  -1.930  3.366
C  -1.388  -0.658  2.849
C  -2.234  0.376  3.182
H  -4.029  0.237  4.279
H  -3.636  -2.160  4.764
H  -1.251  -2.797  3.299
H  -0.456  -0.563  2.310
H  -2.168  1.434  2.979
N  -1.755  1.181  -2.498
C  -2.144  1.348  -1.201
C  -2.454  0.125  -0.575
C  -2.107  -0.786  -1.501
C  -1.740  -0.130  -2.664
H  -1.538  1.871  -3.202
H  -2.248  2.387  -0.923
H  -2.840  -0.029  0.422
H  -2.127  -1.860  -1.390
H  -1.550  -0.535  -3.647

Results of the Mulliken charge analysis, in e, for atoms 1 through 2: Ti 0.77; C 0.80

(3)
Formula: H5P3
Source: the OMol25 dataset
Level of theory: ωB97M-V/def2-TZVPD

Output
Total charge ... 0
Energy relative to the best compared isomer or geometry (same formula, charge and spin) ... 75.93 kcal per mole
Kohn-Sham gap (alpha / beta) ... 7.47 / 8.13 eV
E_HOMO (alpha / beta) ... -0.301 / -0.350 Ha
DFT total energy ... -27942.50189 eV
Strongest force on any atom ... 2.3 eV Å⁻¹

Atoms and positions in Å:
P  -1.625  -0.338  -0.297
P  1.191  -1.345  -0.448
P  0.001  -0.564  1.138
H  -2.443  0.637  0.424
H  -1.093  0.775  -0.802
H  1.574  -0.278  -1.257
H  2.334  -1.258  0.441
H  0.061  2.370  0.800

Results of the Mulliken charge analysis, in e, for atoms 1 through 2: P -0.15; P -0.15

(4)
Formula: C29H31OSi
Source: the OMol25 dataset
Level of theory: ωB97M-V/def2-TZVPD

Output
Total charge ... +1
Energy relative to the best compared isomer or geometry (same formula, charge and spin) ... 8.03 kcal per mole
Kohn-Sham gap ... 5.55 eV
E_HOMO ... -0.400 Ha
DFT total energy ... -40494.39687 eV
Strongest force on any atom ... 1.5 eV Å⁻¹

Atoms and positions in Å:
C  -4.957  -4.261  2.030
C  -3.841  -3.331  1.678
C  -3.858  -2.674  0.440
C  -2.845  -1.814  0.082
C  -1.723  -1.595  0.933
C  -0.623  -0.860  0.417
C  0.716  -0.895  0.904
C  1.245  -1.939  1.711
C  2.577  -1.962  2.101
C  3.431  -0.944  1.661
O  4.764  -0.838  2.043
C  5.645  -1.924  1.921
C  6.661  -1.796  0.965
C  7.391  -2.931  0.619
C  7.169  -4.136  1.289
C  6.241  -4.210  2.329
C  5.481  -3.089  2.675
C  2.949  0.092  0.839
C  1.631  0.105  0.452
C  -1.763  -2.195  2.224
C  -2.787  -3.068  2.569
H  -4.708  -4.890  2.889
H  -5.864  -3.690  2.266
H  -5.210  -4.911  1.183
H  -4.683  -2.875  -0.243
H  -2.851  -1.342  -0.898
H  -0.761  -0.429  -0.582
H  0.614  -2.780  1.996
H  2.947  -2.753  2.747
H  6.806  -0.831  0.475
H  8.137  -2.854  -0.175
H  7.726  -5.023  0.999
H  6.090  -5.133  2.889
H  4.754  -3.109  3.489
H  3.647  0.859  0.513
H  1.265  0.892  -0.215
H  -0.966  -2.005  2.939
H  -2.764  -3.579  3.532
C  -3.212  2.971  0.642
Si  -1.586  2.776  -0.245
C  -0.208  3.830  0.434
H  -1.179  1.325  -0.129
C  -1.841  3.243  -2.038
C  -2.250  4.569  -2.252
C  -2.473  5.038  -3.546
C  -2.295  4.198  -4.649
C  -2.556  4.756  -6.018
C  -1.884  2.873  -4.437
C  -1.657  2.392  -3.142
H  -3.971  2.342  0.158
H  -3.096  2.640  1.681
H  -3.563  4.011  0.635
H  0.696  3.694  -0.175
H  -0.469  4.897  0.439
H  0.015  3.513  1.461
H  -2.396  5.241  -1.399
H  -2.791  6.074  -3.697
H  -2.388  4.019  -6.804
H  -3.587  5.122  -6.109
H  -1.915  5.625  -6.222
H  -1.741  2.214  -5.299
H  -1.337  1.358  -2.978

Results of the Mulliken charge analysis, in e, for atoms 1 through 2: C -1.46; C 1.01

(5)
Formula: C3H5NOS
Source: the OMol25 dataset
Level of theory: ωB97M-V/def2-TZVPD

Output
Total charge ... 0
Energy relative to the best compared isomer or geometry (same formula, charge and spin) ... 182.96 kcal per mole
Kohn-Sham gap (alpha / beta) ... 7.37 / 7.05 eV
E_HOMO (alpha / beta) ... -0.290 / -0.283 Ha
DFT total energy ... -17557.33369 eV
Strongest force on any atom ... 2.6 eV Å⁻¹

Atoms and positions in Å:
C  -0.167  1.468  -0.121
C  2.321  0.329  -0.116
C  0.135  -0.819  -0.088
N  -0.609  0.337  -0.033
O  1.599  -0.726  -0.384
S  -2.554  -0.548  0.109
H  -0.861  2.337  0.082
H  3.284  0.115  -0.527
H  -0.188  -1.326  0.802
H  -0.289  -1.482  -0.866
H  -2.670  0.313  1.143

Results of the Mulliken charge analysis, in e, for atoms 1 through 2: C -0.24; C -0.33

(6)
Formula: C40H72N5O29P
Source: the OMol25 dataset
Level of theory: ωB97M-V/def2-TZVPD

Output
Total charge ... 0
Kohn-Sham gap ... 8.09 eV
E_HOMO ... -0.310 Ha
DFT total energy ... -118763.58187 eV
Strongest force on any atom ... 1.9 eV Å⁻¹

Atoms and positions in Å:
C  -1.316  5.893  -1.350
N  -2.094  5.406  -2.476
C  -1.789  6.082  -3.745
P  -3.532  4.601  -2.327
O  -4.118  4.297  -3.638
N  -3.169  3.308  -1.361
C  -4.254  2.575  -0.746
C  -2.085  2.415  -1.802
N  -4.520  5.529  -1.358
C  -4.369  5.626  0.088
C  -5.281  6.590  -2.013
H  -1.677  6.894  -1.079
H  -0.244  5.934  -1.550
H  -1.436  5.178  -0.535
H  -0.705  6.107  -3.871
H  -2.195  7.098  -3.744
H  -2.189  5.497  -4.569
H  -3.863  2.002  0.100
H  -5.016  3.226  -0.319
H  -4.777  1.905  -1.439
H  -1.112  2.872  -1.650
H  -2.108  1.500  -1.208
H  -2.209  2.152  -2.856
H  -3.364  5.314  0.373
H  -4.430  6.666  0.411
H  -5.104  4.991  0.581
H  -5.620  6.265  -2.995
H  -4.647  7.480  -2.146
H  -6.162  6.867  -1.433
C  -0.214  -0.090  -3.618
C  0.348  -1.029  -4.659
C  -0.763  -1.861  -5.361
O  -0.682  -1.475  -6.725
C  0.308  -0.566  -6.892
O  0.565  -0.037  -7.920
O  0.943  -0.317  -5.725
H  -0.611  -0.596  -2.738
H  -0.969  0.565  -4.057
H  0.608  0.536  -3.253
H  1.013  -1.757  -4.193
H  -1.750  -1.681  -4.937
H  -0.543  -2.929  -5.346
C  -1.232  2.948  2.026
C  0.166  3.400  1.659
C  1.277  2.406  2.069
O  1.768  1.908  0.839
C  1.215  2.559  -0.206
O  1.520  2.380  -1.337
O  0.280  3.415  0.220
H  -1.284  2.673  3.080
H  -1.495  2.069  1.431
H  -1.968  3.722  1.812
H  0.390  4.404  2.014
H  0.888  1.603  2.693
H  2.063  2.924  2.621
C  4.971  -2.738  0.306
C  4.805  -4.193  0.660
C  3.904  -4.409  1.900
O  2.941  -5.380  1.483
C  2.995  -5.523  0.148
O  2.236  -6.143  -0.516
O  4.018  -4.812  -0.375
H  5.666  -2.262  1.009
H  4.045  -2.187  0.439
H  5.395  -2.635  -0.690
H  5.760  -4.698  0.800
H  3.399  -3.485  2.175
H  4.478  -4.790  2.742
C  6.921  1.716  6.126
C  5.790  0.743  6.315
C  4.437  1.380  6.720
O  3.672  1.366  5.527
C  4.197  0.443  4.686
O  3.642  0.029  3.724
O  5.462  0.139  5.048
H  7.190  2.161  7.085
H  6.674  2.444  5.358
H  7.824  1.175  5.833
H  6.049  -0.054  7.008
H  4.537  2.395  7.102
H  3.986  0.807  7.536
C  -1.597  -5.640  -3.585
C  -0.726  -5.513  -2.354
C  0.333  -4.394  -2.383
O  0.080  -3.623  -1.204
C  -1.009  -4.109  -0.570
O  -1.499  -3.635  0.402
O  -1.543  -5.141  -1.226
H  -1.185  -6.351  -4.295
H  -1.696  -4.675  -4.100
H  -2.624  -5.862  -3.294
H  -0.264  -6.477  -2.135
H  0.139  -3.836  -3.306
H  1.365  -4.728  -2.440
C  -3.527  -0.467  3.220
C  -4.333  -1.735  3.120
C  -3.475  -2.967  2.718
O  -3.877  -3.985  3.628
C  -4.681  -3.462  4.580
O  -5.205  -4.073  5.445
O  -4.780  -2.107  4.438
H  -4.098  0.346  3.675
H  -3.189  -0.108  2.247
H  -2.653  -0.645  3.848
H  -5.192  -1.671  2.445
H  -2.418  -2.707  2.811
H  -3.654  -3.270  1.692
C  6.477  0.696  -0.236
C  5.319  1.129  -1.112
C  5.723  1.338  -2.562
O  4.671  0.686  -3.290
C  4.032  -0.175  -2.486
O  3.255  -0.990  -2.864
O  4.359  0.049  -1.198
H  7.204  1.501  -0.109
H  6.995  -0.150  -0.696
H  6.140  0.377  0.746
H  4.787  1.959  -0.646
H  6.659  0.839  -2.812
H  5.718  2.374  -2.888
C  -3.757  -0.964  -2.907
C  -3.530  -2.038  -1.873
C  -3.995  -1.712  -0.448
O  -4.733  -2.870  -0.043
C  -4.813  -3.758  -1.076
O  -5.252  -4.846  -0.974
O  -4.365  -3.180  -2.205
H  -4.677  -0.424  -2.660
H  -3.917  -1.358  -3.910
H  -2.958  -0.228  -2.940
H  -2.508  -2.418  -1.958
H  -4.676  -0.862  -0.446
H  -3.129  -1.598  0.201
C  1.075  -1.409  4.540
N  0.191  -2.530  4.155
O  0.422  -3.059  3.086
O  -0.655  -2.896  4.942
H  0.543  -0.721  5.192
H  1.288  -0.862  3.632
H  1.978  -1.753  5.031
C  1.186  -0.993  0.476
N  -0.210  -0.676  0.843
O  -0.515  -0.563  2.021
O  -1.017  -0.624  -0.056
H  1.501  -0.540  -0.456
H  1.184  -2.076  0.326
H  1.859  -0.774  1.295

Results of the Mulliken charge analysis, in e, for atoms 1 through 2: C -0.59; N 0.52